Entry 1:
The following is a DFT calculation (ωB97M-V/def2-TZVPD) of 3 unconnected molecules or ions with the total composition C13H20B3FNO12.

## Properties
Highest occupied orbital energy: -0.1720 Ha
Net charge: -1

Element x y z (Å)
1 C -0.81 1.83 4.10
2 C -2.06 1.68 3.09
3 O -2.16 2.59 2.22
4 N -2.99 0.56 3.23
5 C -3.10 -0.26 1.98
6 C -1.99 -1.44 1.90
7 C -0.71 -0.81 1.18
8 C 0.47 -1.90 0.89
9 B 1.60 -1.08 0.04
10 O 2.77 -0.46 0.67
11 B 2.41 0.95 0.65
12 F 2.96 1.92 1.52
13 O 1.38 1.35 -0.29
14 B 1.55 0.57 -1.53
15 C 1.82 1.40 -2.89
16 O 2.79 2.25 -2.87
17 O 1.08 1.33 -4.04
18 O 1.52 -0.87 -1.40
19 H -0.32 0.82 4.33
20 H -0.02 2.56 3.70
21 H -1.20 2.27 5.09
22 H -2.71 -0.03 4.02
23 H -2.91 0.42 1.07
24 H -4.16 -0.67 1.88
25 H -1.67 -1.73 2.96
26 H -2.40 -2.33 1.30
27 H -1.02 -0.36 0.18
28 H -0.26 0.04 1.81
29 H 0.09 -2.83 0.38
30 H 0.98 -2.19 1.89
31 C -0.58 4.42 -2.10
32 C -0.76 4.73 -3.56
33 O -2.05 5.32 -3.61
34 C -2.31 5.82 -2.37
35 O -3.25 6.52 -2.11
36 O -1.38 5.42 -1.47
37 H 0.46 4.50 -1.79
38 H -0.96 3.44 -1.84
39 H -0.03 5.46 -3.93
40 H -0.71 3.84 -4.18
41 C 2.23 -4.78 -1.64
42 C 2.56 -6.22 -1.44
43 O 2.20 -6.46 -0.09
44 C 1.27 -5.52 0.24
45 O 0.63 -5.53 1.25
46 O 1.16 -4.57 -0.73
47 H 1.92 -4.55 -2.66
48 H 3.06 -4.11 -1.37
49 H 1.97 -6.88 -2.09
50 H 3.62 -6.43 -1.60

natural (NBO) atomic charge list, values in e, 8 entries: C -0.7347; C 0.6874; O -0.5777; N -0.6506; C -0.2292; C -0.4155; C -0.3909; C -0.8105

Entry 2:
The following is a DFT calculation (ωB97M-V/def2-TZVPD) of a molecular structure, C4HO2Rb.

## Properties
Highest occupied orbital energy (spin up / spin down): -0.1642 / -0.1637 Ha
Net charge: 0

Element x y z (Å)
1 O -2.35 -0.84 -1.52
2 C -1.43 -1.04 -0.60
3 C -0.76 -1.72 0.29
4 H -2.19 -0.03 -2.01
5 C 0.93 0.34 0.61
6 C -0.04 -0.50 0.22
7 O 1.87 0.30 1.43
8 Rb 3.96 3.49 1.56

In elementary charge units, the natural (NBO) charges are: O -0.6624; C 0.2609; C -0.2870; H 0.4970; C 0.2594; C -0.3188; O -0.7306; Rb 0.9816

Entry 3:
The following is a DFT calculation (ωB97M-V/def2-TZVPD) of 2 unconnected molecules or ions with the total composition CH4O2S.

## Properties
Highest occupied orbital energy (spin up / spin down): -0.3058 / -0.3250 Ha
Net charge: 0

Element x y z (Å)
1 C -1.51 0.46 -0.11
2 O 2.08 -1.31 0.15
3 O 0.94 0.94 0.39
4 S 1.93 0.24 -0.44
5 H -1.30 0.16 -1.11
6 H -1.75 1.48 0.11
7 H -1.61 -0.28 0.66
8 H 1.22 -1.69 0.37

In elementary charge units, the natural (NBO) charges are: C -0.4828; O -0.8881; O -0.7913; S 1.1757; H 0.1583; H 0.1725; H 0.1602; H 0.4955

Entry 4:
The following is a DFT calculation (ωB97M-V/def2-TZVPD) of a molecular structure, C11H19N5O2V.

## Properties
Highest occupied orbital energy (spin up / spin down): -0.7610 / -0.7573 Ha
Spin multiplicity: 3
Net charge: +3

Element x y z (Å)
1 V 0.26 -0.02 -0.62
2 C 0.66 -0.77 3.56
3 C -0.03 0.44 2.96
4 C -1.18 0.94 3.88
5 C -0.66 0.20 1.63
6 C -0.91 -1.09 1.11
7 C -1.66 -1.28 -0.06
8 C -2.16 -0.19 -0.80
9 C -3.07 -0.39 -1.98
10 C -1.78 1.10 -0.37
11 C -1.04 1.29 0.80
12 H 1.15 -0.48 4.49
13 H 1.43 -1.19 2.91
14 H -0.05 -1.56 3.82
15 H 0.68 1.27 2.85
16 H -1.94 0.18 4.01
17 H -1.64 1.85 3.51
18 H -0.75 1.16 4.86
19 H -0.54 -1.96 1.64
20 H -1.86 -2.30 -0.40
21 H -2.56 -0.39 -2.94
22 H -3.81 0.41 -2.02
23 H -3.60 -1.34 -1.90
24 H -2.08 1.97 -0.95
25 H -0.77 2.30 1.10
26 N 0.16 -0.12 -2.91
27 N 1.44 -0.09 -3.52
28 C 2.51 -0.02 -2.72
29 N 3.74 0.02 -3.12
30 N 2.08 0.01 -1.42
31 N 2.80 0.11 -0.28
32 O 3.96 0.17 -0.17
33 O 1.92 0.13 0.65
34 H -0.32 -0.97 -3.22
35 H -0.38 0.67 -3.28
36 H 1.50 -0.13 -4.54
37 H 3.99 0.00 -4.11
38 H 4.51 0.07 -2.46

natural (NBO) atomic charge list, values in e, 8 entries: V 1.3228; C -0.6275; C -0.2746; C -0.5909; C 0.1519; C -0.2311; C -0.2175; C 0.0602

Entry 5:
The following is a DFT calculation (ωB97M-V/def2-TZVPD) of a gas-phase ion, C8H9N2O2 (charge +1).

## Properties
Highest occupied orbital energy (spin up / spin down): -0.4030 / -0.4122 Ha
Net charge: +1

Element x y z (Å)
1 C -1.16 1.19 -1.59
2 C -1.71 -0.12 -1.48
3 C -0.34 1.70 -0.66
4 C -1.43 -0.87 -0.37
5 C 1.67 0.95 0.34
6 C 1.72 -1.34 -0.54
7 C 0.14 0.91 0.53
8 C -0.49 -0.44 0.57
9 N 2.26 -0.20 -0.33
10 N -0.52 -1.10 1.91
11 O 2.36 1.88 0.58
12 O 1.68 -2.44 -0.92
13 H -1.48 1.80 -2.42
14 H -2.40 -0.48 -2.23
15 H 0.01 2.72 -0.71
16 H -1.90 -1.84 -0.24
17 H -0.03 1.49 1.45
18 H 3.23 0.00 -0.58
19 H -0.90 -2.05 1.80
20 H -1.13 -0.58 2.56
21 H 0.42 -1.17 2.34

natural (NBO) atomic charge list, values in e, 8 entries: C -0.1953; C -0.2206; C -0.1623; C -0.2367; C 0.7166; C 0.8183; C -0.4260; C -0.0145

Entry 6:
The following is a DFT calculation (ωB97M-V/def2-TZVPD) of a gas-phase ion, C8H11N2S (charge +1).

## Properties
Highest occupied orbital energy: -0.4388 Ha
SMILES: N/C=[NH+]/SCc1ccccc1
Net charge: +1

Element x y z (Å)
1 C 4.08 -0.23 -0.11
2 C 3.17 -1.21 -0.45
3 C 3.58 1.09 0.07
4 C 1.88 -1.02 -0.32
5 C 2.19 1.30 0.19
6 C 1.33 0.21 -0.09
7 C -3.92 0.33 -0.01
8 C -0.12 0.30 0.33
9 N -5.06 -0.22 0.31
10 N -2.90 -0.39 -0.54
11 S -1.45 0.33 -1.14
12 H 5.24 -0.33 -0.14
13 H 3.53 -2.30 -0.64
14 H 4.17 1.89 0.43
15 H 1.22 -1.88 -0.45
16 H 1.89 2.34 0.19
17 H -3.96 1.45 0.15
18 H -0.33 -0.49 1.03
19 H -0.31 1.31 0.88
20 H -5.83 0.21 0.85
21 H -5.24 -1.26 0.24
22 H -3.15 -1.41 -0.76

natural (NBO) atomic charge list, values in e, 8 entries: C -0.1758; C -0.2024; C -0.1975; C -0.2075; C -0.1924; C -0.0893; C 0.3972; C -0.4680

Entry 7:
The following is a DFT calculation (ωB97M-V/def2-TZVPD) of a molecular structure, C36H72Li3O13P.

## Properties
Highest occupied orbital energy: -0.2828 Ha
Net charge: 0

Element x y z (Å)
1 Li -1.31 0.68 -1.53
2 Li 0.48 1.33 0.63
3 Li -0.97 -1.99 -0.42
4 P -0.42 -0.16 -0.08
5 O -1.10 -1.16 0.85
6 O 1.08 -0.05 0.21
7 O -0.90 1.29 -0.14
8 O -0.79 -0.78 -1.43
9 C -4.76 -0.01 -1.90
10 C -4.60 0.91 -0.75
11 C -3.12 1.11 -0.66
12 O -2.56 0.48 -1.88
13 C -3.63 0.42 -2.83
14 H -5.70 0.22 -2.41
15 H -4.66 -1.03 -1.54
16 H -4.99 0.45 0.16
17 H -5.05 1.90 -0.86
18 H -2.63 0.76 0.25
19 H -2.82 2.15 -0.83
20 H -3.39 -0.30 -3.61
21 H -3.78 1.40 -3.28
22 C -0.80 -2.55 4.84
23 C -1.76 -2.16 3.76
24 C -0.96 -2.46 2.45
25 O 0.06 -3.39 2.86
26 C -0.13 -3.80 4.24
27 H -1.32 -2.85 5.75
28 H -0.10 -1.73 5.04
29 H -1.92 -1.08 3.77
30 H -2.67 -2.73 3.94
31 H -0.52 -1.54 2.09
32 H -1.68 -2.85 1.73
33 H 0.79 -4.04 4.78
34 H -0.76 -4.68 4.32
35 C -0.18 4.56 0.91
36 C 1.07 4.89 0.03
37 C 1.66 3.52 -0.31
38 O 0.84 2.60 0.27
39 C -0.52 3.17 0.46
40 H -1.00 5.27 0.80
41 H 0.08 4.53 1.97
42 H 1.82 5.54 0.48
43 H 0.68 5.31 -0.90
44 H 2.68 3.36 0.02
45 H 1.62 3.32 -1.38
46 H -0.97 2.56 1.25
47 H -1.04 3.12 -0.49
48 C -4.07 -2.76 -1.29
49 C -3.75 -4.07 -0.58
50 C -2.31 -3.88 -0.11
51 O -1.82 -2.84 -0.93
52 C -2.86 -1.94 -1.19
53 H -4.88 -2.20 -0.83
54 H -4.41 -2.86 -2.32
55 H -3.94 -4.94 -1.21
56 H -4.36 -4.30 0.30
57 H -1.66 -4.75 -0.25
58 H -2.25 -3.69 0.96
59 H -2.56 -1.36 -2.07
60 H -2.94 -1.24 -0.36
61 C 1.85 -3.50 0.25
62 C 1.20 -4.64 0.92
63 C -0.27 -4.49 0.49
64 O -0.35 -3.15 -0.04
65 C 0.85 -2.44 0.31
66 H 2.17 -3.75 -0.76
67 H 2.79 -3.21 0.71
68 H 1.44 -4.51 1.98
69 H 1.72 -5.52 0.55
70 H -0.94 -4.63 1.34
71 H -0.49 -5.19 -0.32
72 H 0.73 -2.01 1.30
73 H 1.02 -1.58 -0.34
74 C 2.40 0.54 -2.30
75 C 3.10 0.80 -3.63
76 C 3.12 -0.55 -4.30
77 O 1.88 -1.09 -3.91
78 C 1.64 -0.75 -2.55
79 H 1.79 1.39 -2.01
80 H 3.13 0.38 -1.51
81 H 4.06 1.31 -3.59
82 H 2.49 1.51 -4.19
83 H 3.94 -1.15 -3.90
84 H 3.29 -0.52 -5.38
85 H 2.03 -1.54 -1.91
86 H 0.57 -0.69 -2.39
87 C 5.17 1.46 0.67
88 C 4.28 0.27 0.46
89 C 2.77 0.84 0.69
90 O 3.02 2.20 1.15
91 C 4.34 2.42 1.52
92 H 5.42 1.92 -0.28
93 H 6.10 1.21 1.18
94 H 4.47 -0.51 1.20
95 H 4.43 -0.23 -0.50
96 H 2.21 0.25 1.42
97 H 2.24 0.90 -0.25
98 H 4.38 2.19 2.59
99 H 4.69 3.45 1.48
100 C 1.93 1.46 3.82
101 C 0.97 0.31 3.90
102 C 0.33 0.18 2.52
103 O 0.48 1.52 1.96
104 C 1.09 2.35 2.90
105 H 2.85 1.21 3.28
106 H 2.19 1.90 4.78
107 H 0.14 0.45 4.60
108 H 1.42 -0.66 4.10
109 H -0.72 -0.10 2.56
110 H 0.87 -0.50 1.87
111 H 0.30 2.87 3.45
112 H 1.69 3.17 2.51
113 C -1.25 3.70 -3.08
114 C 0.17 3.22 -3.11
115 C 0.17 1.78 -2.57
116 O -1.21 1.47 -2.55
117 C -2.04 2.46 -3.27
118 H -1.35 4.46 -3.86
119 H -1.50 4.08 -2.09
120 H 0.80 3.91 -2.55
121 H 0.44 3.17 -4.16
122 H 0.57 1.74 -1.56
123 H 0.65 1.05 -3.23
124 H -3.02 2.65 -2.84
125 H -2.18 2.08 -4.28

Löwdin atomic charge list, values in e, 8 entries: Li 0.2544; Li 0.2587; Li 0.3005; P 0.1943; O -0.3770; O -0.4697; O -0.4460; O -0.3239